C4H8N2OS in the gas phase in a non-equilibrium geometry, computed with ωB97M-V/def2-TZVPD.

Geometry as XYZ:
```
16
Properties=species:S:1:pos:R:3:forces:R:3
S -2.894 0.120 -0.152 1.5 -1.8 0.8
O -0.609 -1.064 -0.311 -0.9 -2.1 1.5
N -1.414 2.211 -0.108 3.6 -1.4 0.7
N -0.234 0.031 0.584 -0.4 0.7 -1.9
C 0.980 0.658 -0.072 2.1 -1.8 2.3
C -1.310 0.926 0.265 -1.8 4.4 -2.2
C 2.240 -0.316 -0.154 2.6 -1.1 2.2
C -1.955 -1.565 0.072 0.1 1.3 2.3
H 3.233 -0.098 -0.860 -3.0 0.3 1.9
H -0.453 2.870 -0.279 -3.0 -2.8 1.3
H 1.261 1.500 0.650 -0.5 -0.9 -1.5
H -2.152 -2.482 -0.530 -0.1 1.3 0.0
H 2.188 -1.443 -0.263 -1.2 1.3 -0.6
H -2.214 -1.881 1.254 1.6 0.9 -3.0
H 2.577 -0.364 0.963 0.2 0.5 -1.9
H 0.756 0.896 -1.057 -0.7 1.2 -1.6
```
Positions in Å, forces in eV/Å.

The SMILES is [H]/N=C1/SCON1CC. For the molar mass, the calculation gives 132.19 g/mol. The calculation puts the HOMO energy at -8.88 eV.

---

A molecular structure, C8H26AgO8 in a non-equilibrium geometry, computed with ωB97M-V/def2-TZVPD.

Geometry as XYZ:
```
43
Properties=species:S:1:pos:R:3:forces:R:3
Ag -0.601 -0.474 -0.167 0.0 -0.2 -0.2
O -1.230 -0.988 2.151 -0.2 0.4 0.3
O 0.723 -2.536 0.114 0.4 -0.3 0.3
O 1.141 1.087 0.395 -0.7 -0.9 0.3
O 1.950 2.530 -1.703 -0.2 -0.7 -0.8
O -0.284 0.658 -2.342 -0.3 -0.6 0.7
O -2.214 1.329 0.392 0.5 -0.9 0.2
O 1.724 -0.236 2.957 0.2 -0.4 0.0
O -2.361 -1.973 -1.472 1.6 3.2 -1.3
C 1.847 -2.151 -0.645 0.7 0.4 -1.2
C 1.946 1.123 2.676 0.7 -0.1 -0.5
C -2.341 -0.126 2.418 -1.1 0.3 -0.7
C 0.583 1.203 -3.318 -0.3 1.4 0.3
C 1.948 1.502 -2.707 1.1 -1.0 -0.5
C -2.160 1.255 1.821 -0.2 1.1 0.6
C 2.274 1.373 1.217 -0.8 0.9 -0.5
C -2.824 -2.972 -0.698 -1.7 -2.4 0.7
H 2.804 1.449 3.264 -0.1 0.0 0.1
H -3.820 -2.730 -0.329 -0.2 -0.1 0.4
H -2.538 2.194 0.128 0.1 0.0 0.0
H 0.124 2.171 -3.519 0.3 0.3 -0.7
H 1.987 3.372 -2.163 -0.1 0.2 0.1
H -2.491 -0.062 3.496 0.0 0.4 0.0
H -3.227 -0.592 1.986 -0.2 0.0 0.0
H -1.512 -1.781 2.613 0.6 -0.6 -0.1
H 2.518 -2.943 -0.977 -0.4 -0.6 0.2
H 3.107 0.837 0.762 0.4 -0.1 0.8
H -2.892 2.003 2.124 -0.5 -0.7 0.8
H 2.520 -1.449 -0.153 -0.4 0.3 0.3
H -2.182 -3.206 0.151 0.2 0.1 -0.3
H 1.065 1.690 2.976 0.0 0.4 -0.1
H 0.472 0.573 -4.200 1.1 0.1 -0.2
H -2.939 -3.808 -1.388 0.0 -0.9 0.7
H -1.255 1.639 2.292 0.7 0.1 -0.7
H 0.944 -0.486 2.457 -0.3 -0.2 0.0
H 1.444 -1.714 -1.558 0.1 0.2 0.0
H 2.386 2.441 1.031 0.8 0.2 0.6
H 2.419 0.604 -2.308 -0.7 -0.2 0.9
H -1.143 0.637 -2.771 -0.2 -0.1 0.3
H 1.080 -2.941 0.908 -0.3 -0.1 0.4
H 2.757 1.668 -3.418 -0.5 0.8 -0.7
H -3.071 -1.718 -2.065 0.1 0.2 -0.1
H 1.322 1.549 -0.427 -0.3 0.4 -0.3
```
Positions in Å, forces in eV/Å.

Its net charge is +1. For the molar mass, the calculation gives 358.16 g/mol. The calculation puts the HOMO energy at -12.61 eV.

---

A molecular structure, C41H37F5IrNO5PSTe2 in a non-equilibrium geometry, computed with ωB97M-V/def2-TZVPD.

Geometry as XYZ:
```
94
Properties=species:S:1:pos:R:3:forces:R:3
Ir 0.541 1.484 -1.669 -0.1 -1.7 -0.9
Te -2.254 0.865 1.061 0.0 0.1 -0.3
Te -1.545 1.006 -3.189 0.0 0.2 0.2
S -0.750 -1.697 -1.447 -0.4 -0.1 -0.2
P 2.267 -1.150 -3.176 0.0 -0.1 0.0
F -2.956 0.235 -4.111 0.0 0.0 0.0
F -0.678 0.715 -4.838 0.0 0.0 -0.1
F 1.153 2.628 -3.091 0.0 0.6 0.3
F -2.145 2.674 -3.787 0.0 0.0 0.0
F -2.933 1.074 -1.823 0.1 0.0 -0.1
O 2.067 2.041 -0.432 -0.1 -0.3 0.0
O -1.335 -1.150 -2.708 0.1 -0.1 0.1
O 1.285 -0.042 -3.040 0.1 0.3 -0.2
O -1.743 -2.347 -0.637 0.1 0.1 0.0
O 0.029 -0.693 -0.710 0.1 0.4 0.2
N -0.065 2.232 0.044 -0.1 0.3 0.4
C 3.229 2.101 3.633 0.0 0.0 0.0
C 3.538 -0.786 -0.786 0.0 -0.1 0.0
C -3.125 3.792 1.197 0.0 0.0 0.0
C 5.026 -1.027 -2.673 0.0 0.0 0.0
C 1.544 2.296 1.927 0.2 0.1 -0.1
C 2.772 -1.249 -4.898 0.0 0.0 0.0
C -2.879 2.650 1.967 0.1 -0.1 0.2
C 5.918 -0.746 -0.461 0.0 0.0 0.0
C -3.251 3.862 4.014 0.0 0.0 0.0
C 2.930 -2.246 -7.079 0.0 0.0 0.0
C 2.081 -5.125 -2.495 0.0 0.0 0.0
C 3.735 -0.959 -2.157 0.0 0.0 -0.1
C -2.948 2.680 3.360 -0.1 0.1 0.0
C -3.050 -0.344 2.596 0.3 -0.1 0.2
C -2.679 -1.879 4.396 0.0 0.0 0.0
C -5.409 0.263 1.866 0.0 0.0 0.0
C 3.622 0.035 -6.749 0.0 0.0 0.0
C -0.665 -0.962 3.221 0.0 0.0 0.1
C 3.456 -1.065 -7.581 0.0 0.0 0.0
C 3.274 -0.051 -5.412 0.0 0.0 0.0
C 2.865 2.061 2.295 0.0 -0.1 0.0
C -4.584 -2.886 5.686 0.0 0.0 0.0
C -3.075 3.780 -0.303 0.0 -0.1 0.0
C 2.583 -2.339 -5.739 0.0 0.0 0.0
C -4.050 -1.997 4.597 0.0 0.0 0.0
C -3.489 5.008 3.268 0.0 0.0 0.0
C -4.432 -0.456 2.759 0.0 0.0 -0.1
C 0.386 -2.977 -1.984 0.1 0.1 0.0
C 1.160 2.215 0.500 -0.5 0.2 0.3
C 0.964 2.645 4.235 0.0 0.0 0.0
C 0.853 -5.340 -1.893 0.0 0.0 0.0
C 6.117 -0.914 -1.823 0.0 0.0 0.0
C 0.017 -4.266 -1.627 0.0 0.0 0.0
C 4.630 -0.685 0.057 0.0 0.0 0.0
C 2.278 2.385 4.604 0.0 0.0 0.0
C 2.449 -3.840 -2.856 0.0 0.0 0.0
C -4.907 -1.288 3.767 0.0 0.0 0.0
C 0.599 2.606 2.899 0.1 0.0 0.0
C -3.431 4.965 1.883 0.0 0.0 0.0
C 1.605 -2.751 -2.640 0.0 0.0 0.0
C -2.157 -1.065 3.401 -0.1 0.0 0.0
H -5.979 -1.395 3.895 0.0 0.0 0.0
H -3.445 4.719 -0.707 0.0 0.0 0.0
H -6.398 -0.186 1.950 0.0 0.0 0.0
H 3.357 0.821 -4.772 0.0 0.0 0.0
H -4.208 -3.904 5.575 0.0 0.0 0.0
H -3.302 3.886 5.095 0.0 0.0 0.0
H 3.421 -3.676 -3.308 0.0 0.0 0.0
H -0.378 -1.129 2.182 0.0 0.0 -0.1
H 4.256 1.918 3.919 0.0 0.0 0.0
H 4.005 0.965 -7.145 0.0 0.0 0.0
H -4.271 -2.527 6.668 0.0 0.0 0.0
H 3.593 1.852 1.521 0.0 0.0 0.0
H 7.120 -0.960 -2.225 0.0 0.0 0.0
H -5.494 1.318 2.135 0.0 0.0 0.0
H -1.998 -2.442 5.026 0.0 0.0 0.0
H -5.673 -2.921 5.670 0.0 0.0 0.0
H 2.775 -3.093 -7.734 0.0 0.0 0.0
H -0.155 -1.710 3.826 0.0 0.0 0.0
H 6.770 -0.663 0.201 0.0 0.0 0.0
H 2.147 -3.256 -5.365 0.0 0.0 0.0
H -0.291 0.022 3.522 0.0 0.0 -0.1
H -0.928 -4.412 -1.123 0.0 0.0 0.0
H -3.726 5.939 3.766 0.0 0.0 0.0
H 4.476 -0.557 1.121 0.0 0.0 0.0
H -0.410 2.842 2.598 0.0 0.0 0.0
H 5.181 -1.161 -3.737 0.0 0.0 0.0
H -3.629 5.863 1.310 0.0 0.0 0.0
H -2.769 1.779 3.934 0.0 0.0 0.0
H 2.565 2.420 5.648 0.0 0.0 0.0
H 2.532 -0.741 -0.386 0.0 0.0 0.0
H -5.111 0.210 0.816 0.0 0.0 0.0
H 2.755 -5.951 -2.679 0.0 0.0 0.0
H 3.721 -0.995 -8.628 0.0 0.0 0.0
H 0.547 -6.338 -1.610 0.0 0.0 0.0
H -2.048 3.630 -0.648 0.0 0.0 0.0
H -3.676 2.969 -0.720 0.0 0.1 0.0
H 0.226 2.891 4.988 0.0 0.0 0.0
```
Positions in Å, forces in eV/Å.

The multiplicity is 2. For the molar mass, the calculation gives 1229.20 g/mol. The calculation puts the HOMO energy (spin up / spin down) at -7.67 / -7.64 eV.